Entry 1:
ORCA calculation (ωB97M-V/def2-TZVPD) on the molecule C2H4N4O.

## Properties
- Structure (SMILES): NC1=N[NH2+]C([O-])=N1
- Energy relative to the best compared isomer or geometry (same formula, charge and spin): 89.1 kJ/mol
- E_LUMO: 0.621 eV
- Charge: 0
- Highest occupied orbital energy: -9.3 eV

Each line ends with the Mulliken charge.
Cartesian coordinates (Å):
1 N -0.127 0.799 -1.953  -0.363
2 C -0.061 0.290 -0.703  0.529
3 N -0.912 0.662 0.245  -0.796
4 N -0.437 -0.101 1.351  0.086
5 C 0.745 -1.025 0.799  0.543
6 O 1.134 -1.859 1.573  -0.566
7 N 0.897 -0.650 -0.453  -0.589
8 H -0.630 1.653 -2.129  0.255
9 H 0.614 0.538 -2.583  0.255
10 H -0.157 0.507 2.125  0.318
11 H -1.064 -0.814 1.728  0.328

Cartesian forces (eV/Å) of the 2 atoms listed first:
0.047 0.023 0.047
-0.083 0.115 -0.056



Entry 2:
ORCA calculation (ωB97M-V/def2-TZVPD) on the molecule C2H4N4O in a non-equilibrium geometry.

## Properties
- Structure (SMILES): [H]/N=c1/cn[nH]n1O
- Energy relative to the best compared isomer or geometry (same formula, charge and spin): 448.5 kJ/mol
- E_LUMO: -0.099 eV
- Charge: 0
- Highest occupied orbital energy: -9.1 eV

Each line ends with the Mulliken charge.
Cartesian coordinates (Å):
1 H 2.373 -0.331 -0.180  0.283
2 N 1.750 -1.241 -0.101  -0.646
3 C 0.533 -0.698 -0.127  0.465
4 C -0.787 -1.290 0.109  -0.255
5 N -1.732 -0.429 0.026  -0.556
6 N -1.168 0.812 -0.096  -0.182
7 N 0.147 0.656 -0.456  0.190
8 O 0.931 1.666 0.142  -0.446
9 H -0.850 -2.283 0.327  0.519
10 H -1.699 1.381 -0.761  0.257
11 H 0.502 1.758 1.117  0.371

Cartesian forces (eV/Å) of the 2 atoms listed first:
-0.963 -2.333 -0.095
-2.274 4.315 0.189



Entry 3:
ORCA calculation (ωB97M-V/def2-TZVPD) on the molecule C2H4N4O in a non-equilibrium geometry.

## Properties
- Structure (SMILES): Cn1[nH]nnc1=O
- Energy relative to the best compared isomer or geometry (same formula, charge and spin): 311.6 kJ/mol
- E_LUMO: -0.003 eV
- Charge: 0
- Highest occupied orbital energy: -10.0 eV

Each line ends with the Mulliken charge.
Cartesian coordinates (Å):
1 C -1.915 -0.897 0.078  -0.743
2 N -0.471 -0.383 -0.116  0.135
3 N 0.634 -1.315 0.073  -0.067
4 N 1.750 -0.522 0.029  -0.248
5 N 1.444 0.741 0.095  -0.207
6 C -0.021 0.935 -0.058  0.486
7 O -0.753 1.854 -0.032  -0.529
8 H -2.138 -1.370 1.011  0.289
9 H -2.360 0.132 0.032  0.310
10 H -2.106 -1.546 -0.706  0.273
11 H 0.741 -1.922 -0.774  0.302

Cartesian forces (eV/Å) of the 2 atoms listed first:
2.547 3.993 0.314
-0.182 -2.932 0.650



Entry 4:
ORCA calculation (ωB97M-V/def2-TZVPD) on a structure of composition C2H4N4O.

## Properties
- Energy relative to the best compared isomer or geometry (same formula, charge and spin): 271.7 kJ/mol
- E_LUMO: -0.060 eV
- Charge: 0
- Highest occupied orbital energy: -10.3 eV

Each line ends with the Mulliken charge.
Cartesian coordinates (Å):
1 N 0.355 -0.279 1.943  -0.492
2 C 0.013 -0.131 0.606  -0.053
3 N -0.748 1.129 0.321  -0.139
4 N -0.618 1.360 -0.890  -0.274
5 C 0.197 0.237 -1.387  0.804
6 N -0.194 -0.602 -2.234  -0.576
7 O 1.062 -0.077 -0.393  -0.393
8 H 1.010 -1.026 2.125  0.244
9 H 0.586 0.575 2.432  0.253
10 H -0.632 -0.932 0.175  0.362
11 H -1.029 -0.252 -2.698  0.264

Cartesian forces (eV/Å) of the 2 atoms listed first:
0.130 0.019 0.005
-0.265 -0.219 0.175



Entry 5:
ORCA calculation (ωB97M-V/def2-TZVPD) on the molecule C2H4N4O.

## Properties
- Structure (SMILES): Nc1n[nH]c(O)n1
- Energy relative to the best compared isomer or geometry (same formula, charge and spin): 15.5 kJ/mol
- E_LUMO: 0.780 eV
- Charge: 0
- Highest occupied orbital energy: -8.4 eV

Each line ends with the Mulliken charge.
Cartesian coordinates (Å):
1 N 2.133 0.456 0.243  -0.424
2 C 0.847 -0.006 0.130  0.457
3 N 0.457 -1.210 0.494  -0.763
4 N -0.902 -1.129 0.274  0.205
5 C -1.204 0.088 -0.182  0.531
6 O -2.459 0.452 -0.453  -0.495
7 N -0.137 0.837 -0.314  -0.602
8 H 2.871 -0.225 0.298  0.258
9 H 2.328 1.291 -0.283  0.245
10 H -1.521 -1.875 0.544  0.231
11 H -2.404 1.374 -0.745  0.358

Cartesian forces (eV/Å) of the 2 atoms listed first:
0.019 0.001 0.042
0.114 -0.074 0.097



Entry 6:
ORCA calculation (ωB97M-V/def2-TZVPD) on the molecule C2H4N4O.

## Properties
- Structure (SMILES): Nc1n[nH]c(O)n1
- Energy relative to the best compared isomer or geometry (same formula, charge and spin): 40.6 kJ/mol
- E_LUMO: 0.491 eV
- Charge: 0
- Highest occupied orbital energy: -8.6 eV

Each line ends with the Mulliken charge.
Cartesian coordinates (Å):
1 N -0.746 -0.249 2.135  -0.449
2 C -0.210 -0.072 0.878  0.506
3 N 1.085 -0.123 0.642  -0.742
4 N 1.114 -0.009 -0.724  0.194
5 C -0.141 0.135 -1.188  0.466
6 O -0.427 0.293 -2.493  -0.500
7 N -1.015 0.090 -0.217  -0.575
8 H -0.075 -0.120 2.879  0.271
9 H -1.611 0.251 2.279  0.254
10 H 1.983 0.191 -1.192  0.236
11 H 0.041 -0.386 -2.997  0.339

Cartesian forces (eV/Å) of the 2 atoms listed first:
0.031 0.108 0.021
0.141 -0.013 0.133



Entry 7:
ORCA calculation (ωB97M-V/def2-TZVPD) on a structure of composition C2H4N4O in a non-equilibrium geometry.

## Properties
- Energy relative to the best compared isomer or geometry (same formula, charge and spin): 782.8 kJ/mol
- E_LUMO: -0.202 eV
- Charge: 0
- Highest occupied orbital energy: -8.7 eV

Each line ends with the Mulliken charge.
Cartesian coordinates (Å):
1 C 1.062 -0.267 0.003  0.521
2 C 0.564 1.311 0.010  -0.467
3 H 2.811 -1.362 0.039  0.266
4 H 3.200 0.266 -0.679  0.321
5 H 1.090 1.730 1.122  0.234
6 H 0.920 2.389 -0.969  0.278
7 N 2.345 -0.507 -0.101  -0.404
8 N -0.906 1.088 0.236  -0.268
9 N -1.536 0.082 -0.226  0.493
10 N -2.510 -0.728 -0.130  -0.408
11 O 0.059 -1.103 0.245  -0.566

Cartesian forces (eV/Å) of the 2 atoms listed first:
-5.421 -0.835 0.540
0.289 0.361 1.149



Entry 8:
ORCA calculation (ωB97M-V/def2-TZVPD) on the molecule C2H4N4O2 in a non-equilibrium geometry.

## Properties
- Structure (SMILES): [H]/N=c1/nnon1OC
- Energy relative to the best compared isomer or geometry (same formula, charge and spin): 749.6 kJ/mol
- E_LUMO: -0.632 eV
- Charge: 0
- Highest occupied orbital energy: -10.0 eV

Each line ends with the Mulliken charge.
Cartesian coordinates (Å):
1 H 0.551 2.198 -0.247  0.248
2 N 1.342 1.908 0.044  -0.583
3 C 1.462 0.678 0.052  0.560
4 N 2.629 -0.235 0.181  -0.158
5 N 2.248 -1.393 0.326  -0.039
6 O 0.920 -1.499 -0.242  -0.147
7 N 0.478 -0.291 -0.223  0.104
8 O -0.644 -0.271 0.772  -0.271
9 C -2.049 -0.266 0.000  -0.412
10 H -2.331 0.597 -0.672  0.227
11 H -2.116 -1.181 -0.963  0.207
12 H -2.489 -0.246 0.971  0.264

Cartesian forces (eV/Å) of the 2 atoms listed first:
-7.284 2.605 -2.183
8.110 -2.361 2.492



Entry 9:
ORCA calculation (ωB97M-V/def2-TZVPD) on the molecule C2H4N4O2 in a non-equilibrium geometry.

## Properties
- Structure (SMILES): [H]/N=c1/nnon1OC
- Energy relative to the best compared isomer or geometry (same formula, charge and spin): 809.0 kJ/mol
- E_LUMO: -1.517 eV
- Charge: 0
- Highest occupied orbital energy: -10.9 eV

Each line ends with the Mulliken charge.
Cartesian coordinates (Å):
1 H 0.813 2.167 -0.681  0.245
2 N -0.030 2.036 -0.420  -0.588
3 C -0.548 0.848 -0.575  0.633
4 N -1.630 0.246 0.050  -0.062
5 N -1.721 -0.912 -0.325  -0.154
6 O -0.705 -1.379 -1.297  -0.105
7 N 0.201 -0.134 -1.378  -0.098
8 O 1.213 -0.338 -0.302  -0.196
9 C 0.705 -0.585 1.012  -0.645
10 H 0.581 0.584 1.554  0.271
11 H 1.465 -1.343 1.616  0.271
12 H -0.344 -1.189 0.745  0.429

Cartesian forces (eV/Å) of the 2 atoms listed first:
7.285 0.838 -3.302
-10.370 -4.184 3.470



Entry 10:
ORCA calculation (ωB97M-V/def2-TZVPD) on a structure of composition C2H4N4O2 in a non-equilibrium geometry.

## Properties
- Energy relative to the best compared isomer or geometry (same formula, charge and spin): 206.6 kJ/mol
- E_LUMO: 0.677 eV
- Charge: 0
- Highest occupied orbital energy: -9.2 eV

Each line ends with the Mulliken charge.
Cartesian coordinates (Å):
1 C 1.237 -0.003 -0.035  0.680
2 C -0.653 0.791 -0.081  0.312
3 H -2.286 -0.618 0.866  0.303
4 H -2.293 -1.795 -0.279  0.261
5 H 2.757 0.789 0.157  0.356
6 H -1.906 2.280 -0.030  0.254
7 N -1.664 -1.299 0.331  -0.638
8 N -0.723 -0.597 -0.365  0.355
9 N 0.611 1.200 0.127  -0.552
10 N -1.780 1.299 -0.053  -0.669
11 O 0.616 -1.107 -0.153  -0.248
12 O 2.524 -0.093 0.116  -0.415

Cartesian forces (eV/Å) of the 2 atoms listed first:
0.777 3.376 1.972
-0.985 -0.207 0.031



What is the highest occupied orbital energy in the third record?
-10.0 eV